The following is a DFT calculation (ωB97M-V/def2-TZVPD) of C4H8O2 in the gas phase.

The calculated total energy comes out at -307.65203 a.u. As for the energy above the lowest of the compared OMol25 structures with the same formula, charge and spin: 158.6 kJ/mol. The structure (SMILES) is CO[C@@H](C)C=O. As for the LUMO energy: 0.98 eV.

Structure (XYZ):
```
14
Properties=species:S:1:pos:R:3:mulliken_charge:R:1
C -1.591 -0.888 0.894 -0.731
O -0.688 0.179 0.758 -0.365
C 0.153 0.089 -0.370 0.507
C 0.574 1.510 -0.731 -1.346
C 1.421 -0.670 -0.014 -0.146
O 2.255 -1.024 -0.807 -0.471
H -2.209 -0.733 1.786 0.254
H -2.231 -0.931 0.006 0.317
H -1.073 -1.850 0.998 0.303
H -0.306 -0.421 -1.240 0.293
H -0.269 2.035 -1.206 0.298
H 0.834 2.045 0.186 0.353
H 1.512 1.480 -1.318 0.368
H 1.618 -0.822 1.057 0.364
```